[1]
Here is a molecular structure, C30H20Cl80F3IInOS at a distorted geometry from OMol25. Energies are from wB97M-V/def2-TZVPD.

## Properties
**Highest occupied orbital energy**: -5.153 eV
**Energy above the lowest of the compared OMol25 structures with the same formula, charge and spin**: 0.0 kcal/mol
**Net charge**: -1
**Lowest unoccupied orbital energy**: 0.0341 hartree
**2S+1**: 1
**Strongest force on any atom**: 2.03 eV/A
**E_tot**: -1067532.4682 eV
**Kohn-Sham gap**: 6.080 eV

```
137
Properties=species:S:1:pos:R:3:lowdin_charge:R:1
C 4.118 0.148 3.009 -0.0985
C 3.210 1.408 2.816 -0.2744
C 3.431 1.946 1.403 -0.2876
C 2.376 2.941 0.902 -0.4027
C 2.681 4.388 1.382 -0.1773
In 0.262 2.292 1.203 0.5603
S -0.982 3.046 -0.867 0.1688
C 0.243 0.052 1.096 -0.1932
O -0.925 -0.596 1.710 -0.0497
C -0.685 -1.730 2.287 -0.8551
F -0.316 -2.691 1.453 0.1648
F 0.223 -1.655 3.246 0.1642
F -1.812 -2.136 2.866 0.0994
C -0.851 3.194 2.920 -0.3337
C -0.375 2.917 4.341 -0.8415
C -0.193 1.437 4.688 -0.1939
I 1.356 4.102 4.912 0.8630
H 4.968 0.156 2.336 0.0618
H 3.503 -0.732 2.851 0.0580
H 4.471 0.111 4.035 0.0568
H 3.520 2.104 3.583 0.0657
H 2.193 1.055 2.943 0.0561
H 3.512 1.082 0.741 0.1003
H 4.415 2.428 1.374 0.1041
H 2.510 2.980 -0.181 0.0531
H 3.381 4.390 2.216 0.0502
H 3.075 5.002 0.566 -0.0078
H 1.743 4.821 1.722 0.0167
H -1.088 4.381 -0.725 -0.3137
H 1.191 -0.334 1.460 0.0416
H 0.211 -0.212 0.039 0.0466
H -0.810 4.269 2.783 -0.0414
H -1.884 2.858 2.842 0.0406
H -1.146 3.295 5.004 -0.0707
H 0.838 1.191 4.904 0.0501
H -0.724 1.239 5.620 -0.0622
H -0.630 0.783 3.941 0.0654
C 5.391 6.943 -0.919 -2.0315
Cl 5.952 7.660 -2.438 0.5007
Cl 5.348 5.180 -1.066 0.5250
Cl 6.498 7.395 0.384 0.5230
Cl 3.774 7.544 -0.553 0.5516
C -4.540 0.872 -1.805 -2.0215
Cl -5.968 -0.050 -1.290 0.4844
Cl -3.251 0.653 -0.640 0.5403
Cl -3.988 0.292 -3.384 0.4782
Cl -4.946 2.585 -1.925 0.5066
C -1.003 -1.036 -6.210 -2.0308
Cl -0.469 -0.290 -7.723 0.5250
Cl -0.797 -2.787 -6.305 0.4933
Cl -0.039 -0.405 -4.870 0.5275
Cl -2.703 -0.653 -5.927 0.4957
C -2.199 7.518 2.657 -2.0183
Cl -1.352 6.604 1.412 0.5723
Cl -3.935 7.173 2.564 0.4744
Cl -1.598 7.059 4.253 0.5306
Cl -1.935 9.250 2.403 0.5212
C 1.439 -5.324 -3.834 -2.0368
Cl 0.964 -3.629 -3.848 0.5008
Cl 0.870 -6.088 -2.346 0.5233
Cl 0.722 -6.149 -5.229 0.5157
Cl 3.202 -5.445 -3.922 0.4968
C -7.329 9.931 3.825 -2.0414
Cl -6.618 11.357 4.591 0.5161
Cl -8.363 9.092 4.990 0.5149
Cl -8.301 10.435 2.434 0.5137
Cl -6.038 8.848 3.288 0.4699
C 5.113 -5.993 -0.242 -2.0453
Cl 3.592 -5.155 0.065 0.5305
Cl 6.200 -5.769 1.133 0.5286
Cl 4.802 -7.717 -0.477 0.4994
Cl 5.868 -5.327 -1.698 0.4916
C 3.078 4.880 8.689 -2.0625
Cl 3.850 5.683 7.323 0.4965
Cl 3.130 3.135 8.443 0.5098
Cl 3.910 5.294 10.197 0.5134
Cl 1.394 5.409 8.758 0.4833
C -4.672 -4.649 3.071 -2.0489
Cl -3.978 -3.875 1.649 0.5607
Cl -4.705 -6.404 2.834 0.5102
Cl -3.698 -4.269 4.493 0.5376
Cl -6.324 -4.061 3.312 0.4911
C 8.379 5.502 -5.082 -2.0465
Cl 9.230 6.903 -4.415 0.5136
Cl 7.442 4.719 -3.812 0.4788
Cl 7.294 6.035 -6.372 0.5165
Cl 9.557 4.358 -5.740 0.5182
C -10.174 -1.186 -1.929 -2.0070
Cl -11.571 -2.127 -1.389 0.5151
Cl -8.857 -1.371 -0.768 0.4564
Cl -9.649 -1.765 -3.511 0.5240
Cl -10.621 0.519 -2.046 0.5390
C -11.730 -0.832 -6.959 -2.0615
Cl -10.278 0.150 -6.747 0.5186
Cl -12.653 -0.227 -8.342 0.5164
Cl -11.267 -2.513 -7.250 0.5162
Cl -12.728 -0.741 -5.503 0.5083
C -2.797 2.767 7.185 -1.9805
Cl -1.405 3.644 7.823 0.5328
Cl -3.333 3.530 5.684 0.5948
Cl -2.341 1.091 6.862 0.6178
Cl -4.115 2.798 8.366 0.5077
C 5.283 1.509 -5.391 -2.0527
Cl 5.072 2.455 -3.918 0.5036
Cl 4.005 0.296 -5.506 0.5222
Cl 5.207 2.583 -6.794 0.5141
Cl 6.860 0.707 -5.353 0.5142
C 6.376 -9.880 -4.107 -2.0352
Cl 5.707 -8.320 -3.630 0.4925
Cl 6.549 -9.937 -5.867 0.5121
Cl 7.957 -10.098 -3.346 0.4994
Cl 5.289 -11.173 -3.583 0.5266
C -6.759 -0.126 8.962 -2.0634
Cl -7.437 1.392 9.566 0.5100
Cl -6.285 0.073 7.275 0.5171
Cl -5.342 -0.560 9.924 0.5154
Cl -7.974 -1.405 9.091 0.5155
C -3.338 5.376 -4.784 -2.0480
Cl -2.733 4.308 -3.526 0.4913
Cl -3.336 4.528 -6.339 0.5058
Cl -4.993 5.876 -4.395 0.5029
Cl -2.307 6.811 -4.899 0.5119
C 10.881 -9.836 -6.251 -2.0380
Cl 10.205 -8.352 -5.573 0.5231
Cl 9.926 -11.227 -5.734 0.4565
Cl 10.859 -9.737 -8.017 0.5233
Cl 12.549 -10.030 -5.694 0.5235
C 10.203 -15.014 -6.985 -2.0537
Cl 10.551 -15.815 -5.448 0.5230
Cl 11.424 -13.777 -7.292 0.5020
Cl 10.229 -16.207 -8.289 0.5221
Cl 8.603 -14.265 -6.907 0.5121
C -10.566 -3.451 2.667 -2.0270
Cl -9.866 -2.680 1.242 0.4452
Cl -10.591 -5.204 2.438 0.5220
Cl -9.596 -3.060 4.092 0.5107
Cl -12.218 -2.864 2.902 0.5203
```


[2]
Here is a molecular structure, C30H20F15GeSSb2ScSe2Te2 at a distorted geometry from OMol25. Energies are from wB97M-V/def2-TZVPD.

## Properties
**Highest occupied orbital energy**: -7.722 eV
**Lowest unoccupied orbital energy**: -0.0412 hartree
**2S+1**: 1
**Strongest force on any atom**: 1.89 eV/A
**E_tot**: -318602.8478 eV
**Kohn-Sham gap**: 6.601 eV

```
74
Properties=species:S:1:pos:R:3:lowdin_charge:R:1
Sc 0.201 -0.243 0.312 -0.6391
C -2.135 -3.088 2.290 -0.2931
Sb -1.811 -2.122 0.416 1.2759
C -2.321 -3.836 -0.750 -0.2706
C -3.714 -1.090 0.397 -0.2955
C -3.783 -0.034 -0.686 -0.2730
C -4.636 -0.250 -1.768 -0.0553
C -4.717 0.646 -2.822 -0.0815
C -3.943 1.797 -2.800 -0.0780
C -3.115 2.038 -1.719 -0.0761
C -3.008 1.143 -0.660 -0.2812
C -2.146 1.454 0.552 -0.3252
Sb -0.152 2.483 0.557 1.2648
C -0.549 3.569 2.360 -0.3084
C -0.471 4.173 -0.716 -0.3054
H -3.211 -3.159 2.447 0.0153
H -1.666 -2.543 3.106 -0.0329
H -1.721 -4.095 2.244 0.0164
H -3.030 -4.415 -0.158 0.0172
H -1.426 -4.425 -0.947 0.0042
H -2.771 -3.554 -1.691 -0.0125
H -3.825 -0.684 1.404 0.0677
H -4.495 -1.837 0.250 0.0652
H -5.255 -1.140 -1.777 0.1123
H -5.386 0.451 -3.652 0.1065
H -3.982 2.504 -3.619 0.1042
H -2.533 2.952 -1.710 0.0834
H -1.928 0.499 1.056 -0.0624
H -2.724 1.985 1.311 0.0841
H -1.442 4.173 2.193 0.0118
H 0.278 4.236 2.607 0.0107
H -0.694 2.863 3.174 -0.0126
H -1.458 4.587 -0.514 0.0152
H -0.371 3.879 -1.759 -0.0168
H 0.281 4.925 -0.473 0.0119
Se 0.242 -0.259 2.906 -0.0333
Te 2.661 -0.098 2.196 0.2955
Te 2.773 -0.883 -0.401 0.3989
Se 1.365 -2.893 -0.230 -0.0922
F 0.341 -2.983 -5.233 0.1058
C 1.507 -2.535 -4.740 -0.1968
C 1.688 -1.223 -4.345 -0.1323
C 2.951 -0.910 -3.852 -0.3035
F 3.244 0.344 -3.464 0.0466
C 3.970 -1.835 -3.733 -0.1725
F 5.166 -1.513 -3.242 0.1185
C 3.735 -3.141 -4.136 -0.1262
F 4.700 -4.048 -4.036 0.1452
C 2.506 -3.489 -4.650 -0.1374
F 2.295 -4.741 -5.051 0.1344
Ge 0.293 0.104 -4.184 0.7091
S 0.062 0.828 -2.147 0.2140
C 0.709 1.670 -5.247 -0.1443
C -0.197 2.722 -5.248 -0.2340
F -1.358 2.646 -4.582 0.0795
C 0.012 3.898 -5.941 -0.1384
F -0.888 4.882 -5.914 0.1278
C 1.169 4.050 -6.677 -0.1296
F 1.388 5.176 -7.351 0.1387
C 2.091 3.026 -6.717 -0.1375
F 3.201 3.167 -7.440 0.1306
C 1.850 1.861 -6.008 -0.2049
F 2.797 0.921 -6.133 0.1043
C -1.315 -0.656 -4.998 -0.1240
C -2.170 -1.469 -4.302 -0.2341
F -1.904 -1.817 -3.030 0.0592
C -3.307 -2.032 -4.848 -0.1425
F -4.077 -2.844 -4.117 0.1192
C -3.637 -1.769 -6.160 -0.1283
F -4.733 -2.298 -6.698 0.1401
C -2.804 -0.964 -6.910 -0.1355
F -3.096 -0.715 -8.186 0.1313
C -1.664 -0.439 -6.323 -0.1989
F -0.901 0.291 -7.155 0.1004
```


[3]
Here is a molecular structure, C30H21BrCl4FeN3O4S at a distorted geometry from OMol25. Energies are from wB97M-V/def2-TZVPD.

## Properties
**Highest occupied orbital energy (spin up / spin down)**: -1.469 / -1.483 eV
**Energy above the lowest of the compared OMol25 structures with the same formula, charge and spin**: 31.9 kcal/mol
**<S²>**: 1.01
**Net charge**: -2
**Lowest unoccupied orbital energy (spin up / spin down)**: 0.1625 / 0.1625 hartree
**2S+1**: 2
**Strongest force on any atom**: 3.33 eV/A
**E_tot**: -209469.2476 eV
**Kohn-Sham gap (spin up / spin down)**: 5.891 / 5.905 eV

```
65
Properties=species:S:1:pos:R:3:lowdin_charge:R:1
Fe 0.467 1.240 -0.193 0.3378
C -2.512 -2.855 -5.149 -0.0765
C -2.550 -1.776 -4.099 -0.3166
C -2.158 -0.475 -4.391 -0.0552
C -2.191 0.517 -3.422 -0.0446
C -2.631 0.204 -2.152 -0.2880
C -3.001 -1.093 -1.829 -0.0619
C -2.958 -2.075 -2.801 -0.0521
S -2.960 1.489 -0.972 0.5671
O -4.304 1.184 -0.506 -0.3359
O -2.791 2.742 -1.666 -0.3544
N -1.884 1.275 0.209 -0.1306
C -2.309 1.489 1.503 -0.3944
C -3.240 2.480 1.903 -0.0211
C -3.577 2.593 3.229 -0.0915
C -2.994 1.746 4.173 -0.1044
C -2.079 0.826 3.707 -0.1544
N -1.755 0.689 2.424 0.0899
H -2.426 -2.426 -6.147 0.0700
H -3.412 -3.472 -5.109 0.0694
H -1.652 -3.511 -4.995 0.0499
H -1.813 -0.237 -5.391 0.1087
H -1.888 1.533 -3.639 0.1151
H -3.341 -1.308 -0.823 0.1141
H -3.255 -3.090 -2.556 0.1068
H -3.650 3.148 1.162 0.1026
H -4.287 3.349 3.545 0.0947
H -3.228 1.815 5.227 0.0822
H -1.564 0.154 4.388 0.1035
Cl 6.018 -1.158 -3.540 0.5801
C 4.379 -0.979 -2.989 -0.7360
C 3.356 -1.666 -3.609 -0.7344
Cl 3.703 -2.756 -4.920 0.5751
C 2.028 -1.486 -3.170 -0.6071
Cl 0.754 -2.425 -3.884 0.6869
C 1.688 -0.589 -2.156 -0.3988
O 0.489 -0.343 -1.739 -0.1554
C 2.775 0.077 -1.467 -0.3970
O 2.480 0.822 -0.459 -0.1641
C 4.082 -0.132 -1.909 -0.6137
Cl 5.358 0.681 -1.051 0.6330
N 0.175 -0.709 0.841 0.0837
C 1.342 -1.251 1.360 -0.2408
C 1.850 -2.457 0.886 -0.0213
C 3.036 -2.967 1.387 -0.0996
C 3.734 -2.272 2.363 -0.1086
C 3.233 -1.062 2.824 -0.0400
C 2.041 -0.539 2.340 -0.1256
C 1.533 0.780 2.787 -0.1866
C 1.616 1.138 4.136 -0.0634
C 1.190 2.383 4.572 -0.1206
C 0.674 3.294 3.660 -0.1068
C 0.573 2.944 2.318 -0.1309
C 0.984 1.693 1.889 -0.0759
H -0.287 -1.241 0.115 0.1042
H -0.455 -0.223 1.490 0.0489
H 1.308 -2.982 0.106 0.1154
H 3.418 -3.906 1.005 0.0931
H 4.680 -2.648 2.733 0.0865
H 3.803 -0.492 3.548 0.1063
H 2.016 0.421 4.846 0.0995
H 1.255 2.640 5.624 0.0841
H 0.338 4.270 3.990 0.0900
H 0.155 3.650 1.611 0.0481
Br 0.617 3.333 -1.170 0.1614
```